The following is a DFT calculation (ωB97M-V/def2-TZVPD) of a gas-phase ion, C6H8NO (charge +1) in a non-equilibrium geometry.

Atoms and positions in Å:
C: -0.13076 -2.37002 0.00058
C: -2.56391 -1.09464 0.51704
C: -1.48117 -0.47599 0.07504
C: 0.97927 -0.05487 -0.22383
C: -0.24540 -1.06249 -0.13491
C: 1.58449 2.29460 -0.38363
N: 0.61228 1.28632 -0.26285
O: -0.16823 -3.49015 0.18817
H: -3.57068 -0.67605 0.77204
H: -2.31110 -2.03494 0.91216
H: -1.44180 0.52817 -0.08514
H: 1.51920 -0.47291 0.69609
H: 1.65161 -0.26561 -0.97217
H: 2.62609 1.98614 -0.64264
H: 1.08405 3.06785 -0.96389
H: 1.85607 2.83460 0.50794

Values from the calculation:
E_tot (eV): -9876.698
ΔE to the lowest compared entry with this formula, charge and spin (kcal per mole): 14.4
HOMO energy (alpha / beta) (eV): -13.451 / -14.102
Charge: +1
Kohn-Sham gap (alpha / beta) (eV): 8.6 / 6.6
LUMO level (alpha / beta) (Ha): -0.1786 / -0.2770
Spin multiplicity: 3
F_max (eV/A): 3.63


The following is a DFT calculation (ωB97M-V/def2-TZVPD) of a molecular structure, C26H39N2O7PScSeSi.

Atoms and positions in Å:
Sc: 0.78274 -0.17314 0.17309
C: -0.61855 3.01254 2.41813
O: -1.62881 2.45010 3.26155
C: -1.89869 1.11339 3.28787
C: -2.71470 0.69479 4.32308
C: -3.09096 -0.64017 4.47757
C: -2.63264 -1.57623 3.57853
C: -1.79651 -1.18476 2.52322
C: -1.34089 -2.20380 1.59718
N: -0.46478 -2.01140 0.67996
N: -0.15455 -3.11512 -0.11460
C: 0.48534 -2.67592 -1.16513
O: 0.67733 -1.43520 -1.44737
C: 1.06435 -3.69080 -2.09546
C: 0.76964 -5.04569 -1.97094
C: 1.32836 -5.96207 -2.84614
C: 2.18947 -5.53554 -3.85019
C: 2.48824 -4.18700 -3.97301
C: 1.92426 -3.26624 -3.10151
C: -1.41987 0.16290 2.34340
O: -0.66740 0.52905 1.34292
H: -0.59811 4.06493 2.69840
H: -0.85396 2.90562 1.36215
H: 0.35329 2.55296 2.60645
H: -3.05429 1.45121 5.01877
H: -3.73113 -0.92970 5.30020
H: -2.90523 -2.62002 3.67042
H: -1.77563 -3.20304 1.68160
H: 0.10721 -5.36281 -1.17810
H: 1.09315 -7.01450 -2.74439
H: 2.62283 -6.25492 -4.53332
H: 3.16097 -3.84942 -4.75145
H: 2.13708 -2.20904 -3.18120
C: 1.96604 4.55873 0.24115
Si: 2.26723 3.41352 -1.21759
C: 2.26524 4.44314 -2.78663
C: 3.96555 2.64892 -0.99481
Se: 0.68491 1.88449 -1.35379
H: 2.68259 5.38309 0.26273
H: 2.04710 4.00546 1.17690
H: 0.96040 4.97817 0.18857
H: 2.99243 5.25574 -2.73474
H: 1.27849 4.87581 -2.95227
H: 2.50106 3.82137 -3.64970
H: 4.75676 3.39971 -0.94218
H: 4.17912 1.97671 -1.82696
H: 3.98319 2.05868 -0.07659
C: 5.81570 -2.09963 1.42180
C: 5.73947 -0.69189 0.85354
C: 5.59269 -0.71220 -0.65787
C: 6.94229 0.13590 1.27256
O: 4.60510 0.02751 1.43615
P: 3.13893 -0.55551 1.58810
O: 2.72266 -1.41368 0.42452
O: 2.15882 0.58921 1.71740
O: 3.16711 -1.44396 2.90554
C: 2.94886 -0.95804 4.26983
C: 3.42015 -2.11206 5.13599
C: 3.77774 0.29116 4.52959
C: 1.46344 -0.69675 4.47185
H: 6.69917 -2.59891 1.01772
H: 4.94055 -2.68588 1.14774
H: 5.89197 -2.07683 2.50856
H: 6.46856 -1.19297 -1.10052
H: 5.52405 0.30369 -1.03989
H: 4.70197 -1.25871 -0.95547
H: 7.85777 -0.28831 0.85866
H: 7.02675 0.16116 2.35872
H: 6.83293 1.15681 0.90923
H: 4.47974 -2.30859 4.97370
H: 2.85783 -3.01358 4.89708
H: 3.26850 -1.87635 6.19106
H: 4.83813 0.09501 4.37224
H: 3.63359 0.60552 5.56585
H: 3.47130 1.10893 3.88190
H: 0.88316 -1.59387 4.25333
H: 1.11842 0.10388 3.82305
H: 1.27402 -0.40486 5.50651

Values from the calculation:
E_tot (eV): -148134.373
ΔE to the lowest compared entry with this formula, charge and spin (kcal per mole): 11.4
HOMO energy (eV): -4.884
Charge: -1
Kohn-Sham gap (eV): 7.4
LUMO level (Ha): 0.0933
F_max (eV/A): 0.93


The following is a DFT calculation (ωB97M-V/def2-TZVPD) of 2 unconnected molecules or ions with the total composition C3H11N2S2 in a non-equilibrium geometry.

Atoms and positions in Å:
N: -0.48755 -0.28941 3.52127
C: -0.63059 -0.65494 2.23318
N: -1.64001 -0.42257 1.47732
H: -1.00915 0.45860 3.94122
H: 0.45694 -0.35951 3.85690
H: 0.20613 -1.23334 1.85594
H: -1.56423 -0.67133 0.46664
H: -2.30184 0.27979 1.82571
C: 0.99350 2.70951 -1.10152
C: 0.35992 1.39973 -0.65819
S: 1.04182 -0.02278 -1.64925
S: -0.35244 -1.46874 -1.19225
H: 0.69903 2.88896 -2.15027
H: 2.12083 2.66170 -0.92930
H: 0.56321 3.49558 -0.53061
H: -0.69838 1.44097 -0.78770
H: 0.59733 1.27119 0.42606
H: 0.45597 -2.11030 -0.34157

Values from the calculation:
E_tot (eV): -27933.770
ΔE to the lowest compared entry with this formula, charge and spin (kcal per mole): 14.4
HOMO energy (eV): -12.603
Charge: +1
Kohn-Sham gap (eV): 8.8
LUMO level (Ha): -0.1385
F_max (eV/A): 2.06


The following is a DFT calculation (ωB97M-V/def2-TZVPD) of a molecular structure, C32H22BClN12OS2V in a non-equilibrium geometry.

Atoms and positions in Å:
V: -0.02710 -0.15240 -0.11560
Cl: -6.79530 -0.19090 -2.29160
C: -5.17090 -0.44360 -1.82310
C: -4.55380 -1.66890 -2.08290
C: -3.23190 -1.85470 -1.75460
C: -2.50110 -0.80980 -1.16470
O: -1.26580 -0.88920 -0.82230
C: -3.14910 0.40320 -0.82910
C: -2.41030 1.47710 -0.10020
N: -1.14270 1.18260 0.44880
C: -0.59630 2.16150 1.23930
C: -1.23950 3.09180 2.04020
C: -0.49010 4.03480 2.75410
C: 0.87720 4.10260 2.65710
C: 1.57130 3.19160 1.83060
C: 2.96390 3.18440 1.61250
C: 3.50020 2.25560 0.75340
C: 2.66750 1.31430 0.13370
N: 1.36610 1.27200 0.34090
C: 0.82130 2.20250 1.15020
C: -4.47860 0.57320 -1.17440
H: -5.12360 -2.46240 -2.53920
H: -2.73290 -2.79420 -1.94490
H: -3.08870 1.92790 0.64070
H: -2.31380 3.08390 2.15490
H: -1.02050 4.72890 3.38610
H: 1.43450 4.84720 3.20410
H: 3.59190 3.90660 2.11150
H: 4.56030 2.23950 0.55380
H: 3.08600 0.57190 -0.53580
H: -4.97300 1.50490 -0.94110
C: 2.71100 -1.59050 3.11410
C: 2.05630 -0.54940 2.46430
N: 1.32990 -1.03190 1.46420
N: 1.46900 -2.36360 1.46350
C: 2.30640 -2.72630 2.44490
B: 0.49500 -3.12950 0.54330
N: -0.89940 -2.70660 1.08490
C: -1.96570 -3.47190 1.37500
C: -2.90360 -2.68540 2.01030
C: -2.31750 -1.42110 2.07300
N: -1.11280 -1.46280 1.52910
N: 0.85890 -2.59130 -0.88050
C: 1.16400 -3.31960 -1.96430
C: 1.77790 -2.49830 -2.89210
C: 1.81120 -1.25150 -2.28530
N: 1.25580 -1.32370 -1.07890
N: 0.52350 -4.62960 0.48020
C: 1.20430 -5.63020 1.08950
C: 0.75240 -6.82470 0.58870
C: -0.22960 -6.46280 -0.34380
N: -0.36090 -5.15600 -0.39790
H: 3.37710 -1.52430 3.94800
H: 2.08480 0.49510 2.71290
H: 2.58140 -3.74370 2.62120
H: -2.00520 -4.50870 1.11430
H: -3.86310 -2.98110 2.38040
H: -2.69770 -0.51070 2.50190
H: 0.91360 -4.35870 -2.03150
H: 2.14550 -2.76050 -3.86200
H: 2.19300 -0.32450 -2.67780
H: 1.95300 -5.44580 1.82890
H: 1.07720 -7.80880 0.85180
H: -0.83370 -7.09230 -0.96700
S: -2.20390 2.97500 -1.25410
C: -1.03750 2.44360 -2.46170
S: 0.07160 1.14210 -2.26540
C: -0.98030 3.20380 -3.60210
C: -1.81110 4.32960 -3.76230
N: -2.45100 5.27580 -3.85910
C: -0.06700 2.92690 -4.63940
N: 0.64110 2.68950 -5.50940

Values from the calculation:
E_tot (eV): -114021.473
ΔE to the lowest compared entry with this formula, charge and spin (kcal per mole): 19.6
HOMO energy (alpha / beta) (eV): -10.871 / -10.871
Charge: +1
Kohn-Sham gap (alpha / beta) (eV): 5.6 / 5.6
LUMO level (alpha / beta) (Ha): -0.1935 / -0.1932
F_max (eV/A): 4.20


The following is a DFT calculation (ωB97M-V/def2-TZVPD) of a single C7H6 molecule in a non-equilibrium geometry.

Atoms and positions in Å:
C: 2.01988 0.96624 0.16956
C: 1.05823 0.06165 0.22748
C: 0.73935 -1.29506 0.08900
C: -0.61446 -1.58560 0.07365
C: -1.31751 -0.40929 0.29608
C: -0.58321 0.72904 0.66956
C: -1.78618 0.89356 -0.15616
H: 1.69246 2.00291 0.17582
H: 2.90389 0.74417 -0.42134
H: 1.42202 -2.07045 0.15740
H: -1.06730 -2.60020 -0.24993
H: -1.62716 1.26322 -1.21131
H: -2.84000 1.29981 0.18019

Values from the calculation:
E_tot (eV): -7349.440
ΔE to the lowest compared entry with this formula, charge and spin (kcal per mole): 93.6
HOMO energy (alpha / beta) (eV): -8.452 / -8.453
Kohn-Sham gap (alpha / beta) (eV): 8.0 / 8.0
LUMO level (alpha / beta) (Ha): -0.0167 / -0.0167
F_max (eV/A): 4.95


The following is a DFT calculation (ωB97M-V/def2-TZVPD) of a molecular structure, H8O12S2Zn in a non-equilibrium geometry.

Atoms and positions in Å:
Zn: -0.44577 0.09681 -0.19845
S: 1.13935 2.19518 1.69165
O: 0.60477 2.74345 2.94786
O: 2.45334 1.58695 1.88215
O: 0.11989 1.27830 1.26533
O: 1.39905 3.26927 0.72686
S: 1.33653 -2.62651 0.30721
O: 0.77207 -1.27733 0.31317
O: 0.22061 -3.53447 0.61598
O: 1.88398 -2.88047 -1.01374
O: 2.34075 -2.82745 1.36026
O: 1.10724 0.84361 -1.44287
H: 1.28457 1.71973 -1.78523
H: 1.94728 0.38849 -1.50144
O: -1.86610 -0.85038 0.99741
H: -2.82098 -0.82661 1.05957
H: -1.58335 -1.27452 1.80759
O: -1.14266 -0.98709 -1.74248
H: -2.06448 -1.19148 -1.58528
H: -0.96617 -1.33226 -2.61766
O: -1.69251 1.55277 -0.85487
H: -1.41188 2.42597 -1.12874
H: -2.61554 1.50810 -1.10435

Values from the calculation:
E_tot (eV): -94788.595
ΔE to the lowest compared entry with this formula, charge and spin (kcal per mole): 5.0
HOMO energy (alpha / beta) (eV): -3.226 / -3.226
Charge: -1
Kohn-Sham gap (alpha / beta) (eV): 4.2 / 3.2
LUMO level (alpha / beta) (Ha): 0.0371 / -0.0023
Spin multiplicity: 2
F_max (eV/A): 4.71


The following is a DFT calculation (ωB97M-V/def2-TZVPD) of a single C2H8Si2 molecule in a non-equilibrium geometry.

Atoms and positions in Å:
C: -0.99599 -1.41537 -0.18282
C: 0.47902 1.07331 -0.35597
Si: -1.25758 0.35864 0.30171
Si: 1.76598 -0.30502 0.19169
H: -1.49217 -2.22274 0.15018
H: -0.65937 -1.56584 -1.28650
H: 0.27527 1.14187 -1.39700
H: 0.64154 2.05748 0.02285
H: -2.16101 1.20256 -0.23769
H: -1.19683 0.81912 1.75499
H: 1.95168 -0.07386 1.66481
H: 2.64944 -1.07016 -0.62626

Values from the calculation:
E_tot (eV): -17954.641
ΔE to the lowest compared entry with this formula, charge and spin (kcal per mole): 52.8
HOMO energy (alpha / beta) (eV): -7.702 / -7.391
Kohn-Sham gap (alpha / beta) (eV): 7.1 / 6.7
LUMO level (alpha / beta) (Ha): -0.0239 / -0.0258
F_max (eV/A): 5.50


Question: What is the ΔE to the lowest compared entry with this formula, charge and spin in the fifth record?
Answer: 93.6 kcal per mole